Record 1
{
  "formula": "C3H9N2O2",
  "method": "wB97M-V/def2-TZVPD",
  "gap_ha": 0.394,
  "lumo_ev": -4.49,
  "charge": 1,
  "relative_energy_kcal_mol": 49.4,
  "spin_multiplicity": 1,
  "elements": ["C", "C", "C", "N", "N", "O", "O", "H", "H", "H", "H", "H", "H", "H", "H", "H"],
  "coordinates": [[-2.3192, 0.0176, 0.2447], [0.0658, -0.0545, -0.6184], [1.7605, 1.6979, -0.1009], [-1.2026, -0.4731, -0.4970], [0.4607, 1.1608, -0.3251], [-3.3273, -0.5915, 0.1665], [0.5144, -2.4451, 0.6993], [-2.2222, 0.9858, 0.7636], [0.8482, -0.7817, -0.9287], [2.4753, 1.4921, -1.0097], [1.6349, 2.7911, -0.1049], [2.0546, 1.3243, 0.7665], [-1.6061, -1.3358, -0.9022], [-0.2651, 1.8580, -0.2123], [0.6802, -3.3420, 0.4122], [0.4480, -2.3039, 1.6465]],
  "atomic_forces_ev_per_a": [[0.4, 1.4, -0.4], [0.7, -0.4, 0.1], [0.8, 1.8, -5.6], [-0.5, -0.2, -0.4], [-2.7, -0.4, -0.6], [-0.6, -0.4, 0.3], [-0.1, 1.1, -0.7], [0.3, -0.3, 0.1], [-0.8, 0.5, 0.2], [-1.2, 0.0, 1.9], [0.3, -0.5, 0.4], [2.1, -1.3, 3.7], [1.4, 0.2, 0.0], [-0.2, -0.2, 0.2], [0.1, -0.4, 0.8], [0.2, -0.9, 0.0]]
}

Record 2
{
  "formula": "C3H9N2O2",
  "method": "wB97M-V/def2-TZVPD",
  "gap_ha": 0.317,
  "lumo_ev": -5.20,
  "charge": 1,
  "relative_energy_kcal_mol": 186.8,
  "spin_multiplicity": 1,
  "elements": ["C", "C", "C", "N", "N", "O", "O", "H", "H", "H", "H", "H", "H", "H", "H", "H"],
  "coordinates": [[-2.2171, 0.0691, -0.5523], [1.9622, -0.2682, 0.6565], [-1.8952, 0.2119, 0.7431], [1.0279, -0.5137, -0.3742], [0.3672, 0.4551, -0.7863], [0.6070, 1.5659, -0.0511], [1.0245, -1.7993, -0.8111], [-2.4246, 0.9215, -1.0631], [0.1399, 2.3488, -0.5278], [-2.2971, -0.8365, -1.1168], [2.5984, -1.1376, 0.8229], [1.3499, -0.0828, 1.6626], [2.5462, 0.6667, 0.4722], [-1.8025, -0.7520, 1.4654], [-1.9325, 1.1179, 1.2424], [0.9458, -1.9669, -1.7824]],
  "atomic_forces_ev_per_a": [[0.6, -1.2, 2.6], [0.5, 0.3, 4.2], [-0.9, -4.9, 0.3], [1.0, 1.5, -0.2], [-0.7, -0.2, -1.4], [-0.6, 0.5, -1.5], [-0.6, 0.1, -0.2], [-0.6, 2.4, -1.7], [0.8, -2.0, 0.8], [0.0, -0.6, 0.2], [-0.2, 0.2, -0.3], [1.3, -0.3, -2.0], [-0.5, -0.9, 0.0], [0.0, 2.3, -1.9], [0.1, 1.7, 0.7], [-0.2, 1.1, 0.4]]
}

Record 3
{
  "formula": "C3H9N2O2",
  "method": "wB97M-V/def2-TZVPD",
  "gap_ha": 0.359,
  "lumo_ev": -3.94,
  "charge": 1,
  "relative_energy_kcal_mol": 115.7,
  "spin_multiplicity": 1,
  "elements": ["C", "C", "C", "N", "N", "O", "O", "H", "H", "H", "H", "H", "H", "H", "H", "H"],
  "coordinates": [[2.1206, -1.3179, 0.2860], [-0.5176, 1.0979, -1.2829], [-0.5679, 1.1748, 1.1734], [1.1835, -2.1171, 0.0339], [-0.2859, 0.4003, -0.0146], [2.8602, -0.4927, 0.4471], [-0.9971, -0.8812, -0.1509], [0.0978, 2.0389, -1.5729], [-0.1378, 0.4799, -2.0184], [-1.5582, 1.2960, -1.4623], [-0.3095, 0.7133, 2.0393], [-0.0320, 2.1040, 1.0243], [-1.7273, 1.2825, 1.2707], [0.2383, -1.5240, -0.2710], [1.1499, -3.1752, -0.0765], [-1.5170, -1.0795, 0.5748]],
  "atomic_forces_ev_per_a": [[-1.4, -1.5, -0.7], [0.5, 1.8, 0.1], [-3.9, 0.5, -2.3], [-0.6, -0.8, -0.7], [1.6, 0.4, -0.5], [1.4, 1.0, 0.5], [2.0, 1.5, -2.9], [-0.9, -1.3, 1.8], [0.3, -1.7, -1.7], [-0.6, 0.2, 0.0], [1.4, -1.5, 2.5], [-0.2, 0.2, 0.2], [1.8, 0.6, -0.2], [-0.1, -1.0, 0.9], [0.7, 2.0, 0.4], [-1.9, -0.4, 2.8]]
}

Record 4
{
  "formula": "C3H9N2O2",
  "method": "wB97M-V/def2-TZVPD",
  "gap_ha": 0.458,
  "lumo_ev": -3.26,
  "charge": 1,
  "relative_energy_kcal_mol": 89.1,
  "smiles": "C[N+](C)(O)C(N)=O",
  "spin_multiplicity": 1,
  "elements": ["C", "C", "C", "N", "N", "O", "O", "H", "H", "H", "H", "H", "H", "H", "H", "H"],
  "coordinates": [[1.2719, 0.0724, 0.0216], [-0.7661, 0.4097, -1.2805], [-0.7744, 0.7975, 1.1646], [1.9202, -1.0688, -0.2067], [-0.2820, -0.0912, -0.0327], [1.5107, 1.2010, 0.2174], [-0.7870, -1.3519, 0.0475], [-1.8805, 0.2081, -1.2388], [-0.4082, 1.4477, -1.2921], [-0.2563, -0.2225, -2.1749], [-1.8942, 0.7646, 1.3132], [-0.4417, 0.2213, 2.0228], [-0.4344, 1.8869, 1.1866], [1.5308, -1.9151, -0.4920], [2.9403, -0.9857, -0.2198], [-1.2490, -1.3739, 0.9638]],
  "atomic_forces_ev_per_a": [[-1.6, -1.7, -0.5], [0.0, -0.5, -3.1], [-1.2, 0.1, 0.6], [1.9, 2.3, 0.7], [-0.2, 1.7, 1.9], [2.2, 1.2, 0.1], [-1.2, -1.6, 3.0], [1.4, 0.8, -0.5], [-0.7, -0.2, -0.6], [-1.3, 1.5, 2.1], [1.0, -0.1, -1.1], [0.6, 0.4, 0.3], [-0.2, -2.0, -0.4], [-1.1, -1.3, -0.3], [-0.5, -0.2, 0.0], [1.0, -0.5, -2.0]]
}

Record 5
{
  "formula": "C3H9N2O2S",
  "method": "wB97M-V/def2-TZVPD",
  "gap_ha": 0.272,
  "lumo_ev": 3.85,
  "charge": -1,
  "relative_energy_kcal_mol": 91.8,
  "spin_multiplicity": 1,
  "elements": ["C", "C", "C", "N", "N", "O", "O", "S", "H", "H", "H", "H", "H", "H", "H", "H", "H"],
  "coordinates": [[1.4188, -0.3380, -1.3223], [-1.6052, -0.3657, 0.9732], [0.1243, 0.2874, -0.7342], [0.7349, -0.4094, 1.4482], [-0.2247, -0.5763, 0.4317], [2.0854, -1.7545, 3.2753], [-0.2418, -1.1439, 3.8359], [0.7068, -1.6920, 2.8161], [1.8588, 0.2894, -2.1590], [2.1971, -0.2862, -0.4955], [1.3553, -1.3420, -1.6223], [-1.5626, -0.8936, 1.8929], [-1.9169, 0.6733, 1.1572], [-2.4926, -0.9448, 0.3460], [0.5843, 1.2435, -0.4305], [-0.7876, 0.4476, -1.4535], [0.8435, 0.6051, 1.8361]],
  "atomic_forces_ev_per_a": [[1.3, 2.3, 0.1], [-1.2, -1.5, -2.0], [0.6, -1.0, -0.3], [1.3, 1.4, 1.1], [-1.7, 1.3, -0.1], [1.0, 0.7, 0.4], [0.6, 0.2, -0.4], [-1.9, -0.7, -0.9], [-0.7, -0.6, 0.7], [-1.1, -0.2, -0.9], [-0.4, -1.4, -0.5], [-0.4, -0.2, 1.0], [0.2, 0.0, -0.2], [2.3, 1.6, 1.1], [-1.1, 0.4, 0.3], [1.8, -0.5, 1.3], [-0.8, -1.8, -0.6]]
}

Record 6
{
  "formula": "C3H9N2O2S",
  "method": "wB97M-V/def2-TZVPD",
  "gap_ha": [0.384, 0.259],
  "lumo_ev": [0.63, -2.40],
  "s2": 0.753,
  "charge": 0,
  "relative_energy_kcal_mol": 4.5,
  "spin_multiplicity": 2,
  "elements": ["N", "C", "C", "S", "C", "N", "O", "H", "H", "H", "H", "H", "H", "H", "H", "H", "O"],
  "coordinates": [[-0.9661, -0.8056, 1.1074], [-0.5811, -0.7439, -0.2890], [-1.0107, 0.5267, -1.0972], [-2.3500, 1.3848, -0.2306], [0.9009, -0.9093, -0.4589], [1.5970, -1.5000, 0.5708], [1.5004, -0.5507, -1.4521], [-1.8928, -0.5040, 1.3345], [-0.3063, -0.2821, 1.6726], [-1.0126, -1.6369, -0.7523], [-0.1776, 1.2178, -1.1168], [-1.2695, 0.2969, -2.1271], [1.0640, -2.0937, 1.1858], [2.5430, -1.7207, 0.3095], [1.0999, 1.8355, 0.5391], [0.0321, 2.7427, 0.1461], [0.8293, 2.7425, 0.6583]],
  "atomic_forces_ev_per_a": [[1.3, -0.1, 0.4], [-0.9, 0.0, -0.3], [-0.1, -0.1, 1.3], [-0.1, 0.0, -0.6], [1.4, -0.6, 0.3], [-0.8, 0.3, -0.3], [-0.4, 0.4, -0.3], [-0.5, 0.1, -0.3], [-0.2, 0.1, 0.1], [-0.1, 0.1, -0.3], [0.2, 0.0, -0.4], [-0.2, 0.1, -0.1], [0.3, 0.0, 0.2], [0.1, -0.2, 0.2], [0.7, -0.4, 0.2], [-0.9, 0.6, -0.4], [0.3, 0.0, 0.3]]
}